ORCA calculation (ωB97M-V/def2-TZVPD) on a cluster of 2 separate species, CBrClFIO2S in total in a non-equilibrium geometry.

Each line ends with the natural charge from an NBO analysis.
Element x y z (Å)
1 C -0.5524 -1.0320 -0.2712  0.111
2 O -0.0043 1.0857 1.3843  -0.857
3 O 0.9154 1.1392 -0.9965  -0.865
4 F -0.0029 -1.7408 -1.2248  -0.291
5 S 0.4849 0.4953 0.1771  1.964
6 Cl -0.9782 -2.0430 0.9830  0.109
7 Br 2.3647 -0.4602 0.8233  -0.169
8 I -2.2271 2.5558 -0.8751  -0.002

Its HOMO energy (spin up / spin down) is -10.3 / -9.8 eV. For the energy above the lowest of the compared OMol25 structures with the same formula, charge and spin, the calculation gives 169.7 kJ/mol. The energy comes out at -109346.4759 eV. Its multiplicity is 1. The LUMO energy (spin up / spin down) comes out at -2.34 / -3.30 eV. The HOMO-LUMO gap (spin up / spin down) is 7.96 / 6.50 eV.



ORCA calculation (ωB97M-V/def2-TZVPD) on a cluster of 2 separate species, C20H24IN4O4PS in total in a non-equilibrium geometry.

Each line ends with the natural charge from an NBO analysis.
Element x y z (Å)
1 O 5.7274 0.3699 0.2139  -0.988
2 P 4.6239 1.5793 -0.0332  1.127
3 I 5.0224 2.4451 -2.3270  -0.075
4 N 2.9866 0.8100 -0.1840  -0.580
5 C 1.9380 1.5742 0.3013  0.091
6 C 0.5662 1.1117 0.2113  -0.206
7 C 0.2997 -0.2178 -0.4113  0.031
8 C -1.1896 -0.6358 -0.4882  0.021
9 C -1.9226 -0.3505 -1.7344  -0.203
10 C -3.3332 -0.6985 -1.8138  0.095
11 N -3.9734 -1.2887 -0.7296  -0.275
12 C -5.4506 -1.5613 -0.9205  -0.218
13 C -6.1205 -0.1762 -1.3252  -0.421
14 C -7.6274 -0.0476 -0.8753  -0.421
15 C -8.1667 1.3472 -1.4714  -0.548
16 S -8.1622 2.7128 -0.2496  0.330
17 C -6.4654 3.1135 0.2116  0.265
18 N -6.2770 3.3574 1.5283  -0.274
19 N -4.9568 3.6885 1.6858  -0.248
20 C -4.4059 3.6109 0.4538  0.228
21 O -5.3167 3.2572 -0.5381  -0.428
22 C -3.3051 -1.5996 0.4283  0.110
23 C -1.8840 -1.3021 0.6313  -0.203
24 C 1.4272 -1.0081 -0.9041  -0.217
25 C 2.7755 -0.4339 -0.7624  0.124
26 H 6.6145 0.8376 0.2807  0.555
27 H 2.1099 2.5726 0.7778  0.281
28 H -0.2934 1.7310 0.5723  0.268
29 H -1.4654 0.1449 -2.6191  0.272
30 H -3.8732 -0.4776 -2.7656  0.271
31 H -5.6371 -2.3736 -1.6653  0.252
32 H -5.8074 -1.9024 0.0941  0.235
33 H -6.0108 -0.0226 -2.4344  0.217
34 H -5.5509 0.6179 -0.7566  0.220
35 H -7.6749 0.0434 0.2402  0.232
36 H -8.2647 -0.9122 -1.1998  0.231
37 H -9.2103 1.1864 -1.8545  0.271
38 H -7.5187 1.5491 -2.3748  0.221
39 H -3.3232 3.8313 0.3595  0.214
40 H -3.8698 -2.1013 1.2548  0.268
41 H -1.3401 -1.5418 1.5811  0.283
42 H 1.2605 -2.0020 -1.3898  0.277
43 H 3.6840 -0.9789 -1.1278  0.276
44 O 7.9518 0.6843 1.6117  -0.617
45 C 8.3986 -0.4383 1.6487  0.818
46 O 7.9545 -1.4473 0.8675  -0.491
47 C 8.6181 -2.6700 1.2378  -0.072
48 C 9.8931 -2.2345 1.9260  -0.431
49 C 9.4764 -0.9291 2.5807  -0.530
50 H 7.9592 -3.2363 1.9007  0.184
51 H 8.8154 -3.2640 0.3462  0.209
52 H 10.2788 -2.9747 2.6261  0.239
53 H 10.6690 -2.0399 1.1815  0.220
54 H 9.0446 -1.0881 3.5711  0.249
55 H 10.3017 -0.2215 2.6316  0.259

As for the total charge: +2. Its HOMO energy is -13.0 eV. The energy comes out at -63487.0053 eV. Its multiplicity is 1. The LUMO energy comes out at -7.21 eV. The HOMO-LUMO gap is 5.83 eV.



ORCA calculation (ωB97M-V/def2-TZVPD) on a structure of composition F2Zn2 in a non-equilibrium geometry.

Each line ends with the natural charge from an NBO analysis.
Element x y z (Å)
1 Zn -17.1388 -4.8328 -2.4259  1.506
2 Zn -12.7058 -7.2611 -2.8224  1.672
3 F -15.2244 -6.2745 -3.1193  -0.764
4 F -18.9620 -6.9387 -3.2081  -0.414

As for the total charge: +2. Its HOMO energy is -18.4 eV. For the energy above the lowest of the compared OMol25 structures with the same formula, charge and spin, the calculation gives 628.7 kJ/mol. The energy comes out at -102241.4813 eV. Its multiplicity is 1. The LUMO energy comes out at -15.01 eV. The HOMO-LUMO gap is 3.40 eV.



ORCA calculation (ωB97M-V/def2-TZVPD) on an isolated molecule of C4H4O2 in a non-equilibrium geometry.

Each line ends with the natural charge from an NBO analysis.
Element x y z (Å)
1 C 1.3145 -0.5173 0.2462  0.456
2 C 0.6315 0.1236 1.2969  -0.004
3 C -0.1488 -0.5316 0.2196  0.246
4 C -0.9666 0.1419 -0.8910  -0.637
5 O 2.3917 -0.5804 -0.5916  -0.591
6 O -0.5489 -0.6407 1.4950  -0.399
7 H 0.6730 1.1638 1.5999  0.221
8 H -1.7875 -0.4320 -0.9928  0.226
9 H -0.4375 0.0885 -1.8918  0.252
10 H -1.1213 1.1842 -0.4903  0.230

Its HOMO energy is -9.6 eV. As for the SMILES: C[C@]12O[C@H]1C2=O. For the energy above the lowest of the compared OMol25 structures with the same formula, charge and spin, the calculation gives 430.8 kJ/mol. The energy comes out at -8302.6127 eV. Its multiplicity is 1. The LUMO energy comes out at 0.76 eV. The HOMO-LUMO gap is 10.34 eV.



ORCA calculation (ωB97M-V/def2-TZVPD) on a structure of composition H39O19 in a non-equilibrium geometry.

Each line ends with the natural charge from an NBO analysis.
Element x y z (Å)
1 O -3.5572 -1.3370 -2.7545  -0.934
2 H 3.5113 -0.2668 -1.0574  0.445
3 H -3.6019 -0.3733 -2.7479  0.460
4 O -1.6962 3.2037 0.1597  -0.943
5 H -2.4591 2.3647 0.0454  0.534
6 H -2.6397 -1.3396 4.3844  0.478
7 O 4.0560 1.6995 0.6528  -0.935
8 H -1.1314 0.6162 -2.0647  0.524
9 H 2.8518 -0.4006 -2.3054  0.469
10 O 0.2051 1.6331 0.3172  -0.922
11 H 0.1153 1.0034 1.0719  0.517
12 H 4.7903 1.7174 0.1829  0.471
13 O -0.0438 -1.1041 1.7582  -0.998
14 H -0.0881 -1.5953 2.7900  0.522
15 H -0.8323 -0.6381 1.5442  0.473
16 O 1.3304 1.6479 -2.4058  -0.960
17 H -1.7579 1.3464 -4.9018  0.523
18 H 1.1983 0.8216 -2.7215  0.486
19 O 0.1182 3.5290 -1.4054  -0.939
20 H 0.4333 -4.5621 2.7225  0.485
21 H -1.2558 3.5580 -0.8465  0.560
22 O 3.7060 -0.2384 -2.0392  -0.930
23 H 0.6457 4.4057 -1.4671  0.515
24 O -3.4032 -0.3719 2.6547  -0.927
25 H -3.9795 -0.3419 3.3444  0.465
26 H -3.8398 -0.9368 2.0540  0.466
27 O 2.0143 1.7706 1.9399  -0.937
28 H -0.9324 2.2662 0.3196  0.526
29 H 0.7548 2.1968 0.9515  0.550
30 O 0.3396 -3.6476 2.9925  -0.926
31 H 3.8561 0.7617 0.5974  0.461
32 H -0.6367 -3.7870 2.7138  0.448
33 O -1.7461 1.0123 -1.2997  -1.003
34 H -2.6364 0.8513 -1.7844  0.472
35 H 2.3568 0.9987 1.6054  0.472
36 O -0.4285 -2.6101 -0.4671  -0.950
37 H 2.7456 2.2700 2.2684  0.511
38 H 1.4550 1.6046 -1.4366  0.487
39 O -1.8567 -1.7516 4.3985  -0.930
40 H -1.5034 -2.1923 3.7032  0.454
41 H -1.3593 -2.3532 -0.6720  0.467
42 O -0.4703 3.1712 3.0002  -1.015
43 H -0.1286 3.1626 3.8448  0.509
44 H 0.2988 3.0292 -2.1202  0.514
45 O -0.1351 -4.1792 -2.4300  -0.970
46 H 0.6959 -0.6161 -1.3305  0.496
47 H 0.8234 -3.8956 -2.2716  0.484
48 O 1.0919 -0.8995 -2.1203  -1.000
49 H -4.2928 -1.6207 -2.2505  0.476
50 H 0.9704 -1.9047 -2.3259  0.520
51 O -1.6624 0.7634 -4.1146  -1.013
52 H -1.5311 -0.1448 -4.1432  0.499
53 H -0.8041 3.8202 2.4334  0.510
54 O 3.8219 -1.5609 0.9253  -0.973
55 H 4.4560 -2.2037 0.5734  0.508
56 H 3.1331 -1.8339 1.3552  0.473
57 H -0.4634 -2.8963 0.4131  0.483
58 H -0.9019 -3.6224 -2.2341  0.492

As for the total charge: +1. Its HOMO energy is -13.0 eV. For the energy above the lowest of the compared OMol25 structures with the same formula, charge and spin, the calculation gives 804.3 kJ/mol. The energy comes out at -39522.6827 eV. Its multiplicity is 1. The LUMO energy comes out at -3.11 eV. The HOMO-LUMO gap is 9.94 eV.



ORCA calculation (ωB97M-V/def2-TZVPD) on a structure of composition C43H42AsKN10OPS2Se in a non-equilibrium geometry.

Each line ends with the Löwdin charge.
Element x y z (Å)
1 K 0.1811 0.7981 -0.0957  0.602
2 C 5.1294 -0.5890 2.2508  -0.050
3 N 4.2321 -0.4360 1.1210  -0.122
4 C 4.4715 0.3777 0.0532  -0.067
5 C 3.3744 0.2866 -0.7551  -0.153
6 N 2.4628 -0.5613 -0.1945  0.003
7 C 2.9899 -0.9719 0.9392  -0.461
8 P 2.1858 -2.0056 2.2056  1.161
9 C 0.8058 -0.9611 2.7569  -0.483
10 N -0.3048 -0.7120 2.0915  0.008
11 C -1.0369 0.1305 2.8808  -0.152
12 C -0.3514 0.3831 4.0338  -0.063
13 N 0.8099 -0.3265 3.9602  -0.126
14 C 1.8546 -0.3030 4.9657  -0.038
15 C 1.2523 -3.2140 1.2324  -0.458
16 N 0.4646 -3.0261 0.1949  0.104
17 C -0.1424 -4.2212 -0.0343  -0.142
18 C 0.2843 -5.1518 0.8691  -0.072
19 N 1.1827 -4.5108 1.6701  -0.145
20 C 1.8702 -5.1167 2.7896  -0.055
21 H 6.1189 -0.8665 1.8864  0.087
22 H 4.7509 -1.3840 2.8907  0.050
23 H 5.1585 0.3455 2.8110  0.033
24 H 5.3752 0.9552 -0.0150  0.119
25 H 3.1708 0.7897 -1.6846  0.104
26 H -1.9914 0.5201 2.5637  0.019
27 H -0.5758 1.0054 4.8805  0.120
28 H 1.4035 -0.4541 5.9466  0.088
29 H 2.3913 0.6446 4.9218  0.047
30 H 2.5515 -1.1165 4.7685  0.054
31 H -0.8547 -4.3500 -0.8284  0.090
32 H 0.0456 -6.1919 1.0053  0.110
33 H 1.8628 -6.1960 2.6483  0.084
34 H 1.3770 -4.8719 3.7316  0.090
35 H 2.9002 -4.7685 2.8305  0.068
36 N -1.5292 4.0491 -0.2487  0.078
37 C -0.8074 4.3103 -1.3427  -0.923
38 S -1.1180 3.6105 -2.8285  0.589
39 N 0.2611 5.1554 -1.1922  0.043
40 C 0.4957 6.1521 -0.2363  -0.234
41 C 1.7947 6.6569 -0.1563  -0.029
42 C 2.1074 7.6604 0.7397  -0.092
43 C 1.1337 8.1788 1.5830  -0.107
44 C -0.1563 7.6835 1.4974  -0.089
45 C -0.4868 6.6825 0.5952  -0.034
46 H -2.3232 3.4134 -0.2974  -0.073
47 H -1.1628 4.2664 0.6648  0.102
48 H 0.8688 5.1530 -1.9958  0.110
49 H 2.5645 6.2381 -0.7920  0.112
50 H 3.1241 8.0267 0.7887  0.100
51 H 1.3789 8.9530 2.2968  0.094
52 H -0.9332 8.0797 2.1379  0.101
53 H -1.5097 6.3406 0.5291  0.107
54 Se -3.7858 2.0784 1.0106  0.562
55 C -5.1557 1.0121 0.2751  -0.743
56 C -5.6199 1.1794 -1.0367  -0.137
57 C -6.6485 0.3994 -1.5235  -0.202
58 N -7.2767 -0.5541 -0.8293  0.011
59 C -6.8308 -0.7233 0.4174  -0.204
60 C -5.8073 0.0019 0.9940  -0.159
61 H -5.1644 1.9274 -1.6735  0.093
62 H -6.9899 0.5534 -2.5435  0.096
63 H -7.3251 -1.4953 1.0015  0.093
64 H -5.5118 -0.2010 2.0166  0.087
65 O 0.3064 0.3295 -2.3463  -0.634
66 As -0.2600 -0.9843 -3.1740  1.201
67 C -0.2406 -0.5287 -5.0435  -0.288
68 C -0.3835 -1.4728 -6.0538  -0.104
69 C -0.3303 -1.0710 -7.3806  -0.092
70 C -0.1304 0.2685 -7.6888  -0.093
71 C 0.0156 1.2050 -6.6775  -0.073
72 C -0.0381 0.8111 -5.3461  -0.079
73 C 0.8057 -2.5746 -3.0696  -0.297
74 C 2.1745 -2.4867 -2.8632  -0.081
75 C 2.9328 -3.6464 -2.8496  -0.073
76 C 2.3319 -4.8805 -3.0575  -0.090
77 C 0.9659 -4.9626 -3.2728  -0.094
78 C 0.1981 -3.8055 -3.2709  -0.129
79 C -2.0334 -1.4698 -2.6466  -0.293
80 C -2.3071 -1.6285 -1.2878  -0.080
81 C -3.6041 -1.9084 -0.8868  -0.055
82 C -4.6182 -2.0387 -1.8255  -0.081
83 C -4.3399 -1.8867 -3.1731  -0.075
84 C -3.0470 -1.5946 -3.5890  -0.092
85 H -0.5242 -2.5210 -5.8150  0.099
86 H -0.4421 -1.8023 -8.1711  0.098
87 H -0.0878 0.5824 -8.7244  0.098
88 H 0.1668 2.2499 -6.9165  0.105
89 H 0.0676 1.5308 -4.5408  0.059
90 H 2.6416 -1.5295 -2.6772  0.088
91 H 3.9980 -3.5835 -2.6680  0.102
92 H 2.9322 -5.7809 -3.0419  0.098
93 H 0.4939 -5.9248 -3.4226  0.102
94 H -0.8769 -3.8677 -3.4021  0.103
95 H -1.5463 -1.5240 -0.5178  0.079
96 H -3.8285 -1.9895 0.1679  0.110
97 H -5.6331 -2.2208 -1.5007  0.089
98 H -5.1331 -1.9626 -3.9053  0.104
99 H -2.8410 -1.4403 -4.6416  0.094
100 S 3.7445 2.7305 3.3558  0.365
101 C 2.4623 2.3492 2.3389  -0.961
102 N 1.5860 2.1260 1.6084  -0.038

As for the total charge: -1. Its HOMO energy is -4.1 eV. For the energy above the lowest of the compared OMol25 structures with the same formula, charge and spin, the calculation gives 33.5 kJ/mol. The energy comes out at -235694.7001 eV. Its multiplicity is 1. The LUMO energy comes out at 1.92 eV. The HOMO-LUMO gap is 6.00 eV.



ORCA calculation (ωB97M-V/def2-TZVPD) on a structure of composition C23H20BrN2OOsPS.

Each line ends with the natural charge from an NBO analysis.
Element x y z (Å)
1 Os -0.2976 1.5724 0.7041  0.571
2 O 1.7329 1.5426 0.5984  -0.504
3 N 2.2921 2.6522 0.0949  0.024
4 C 3.6167 2.8249 0.2781  0.047
5 C 4.2402 3.9224 -0.2566  -0.200
6 C 3.4979 4.8470 -0.9893  -0.114
7 C 2.1440 4.6455 -1.1688  -0.204
8 C 1.5493 3.5227 -0.6136  -0.001
9 S -0.1664 3.1572 -0.7823  0.265
10 H 4.0964 2.0555 0.8643  0.260
11 H 5.2995 4.0561 -0.0939  0.268
12 H 3.9771 5.7195 -1.4107  0.262
13 H 1.5361 5.3419 -1.7294  0.264
14 N -2.4762 1.5373 0.5634  -0.764
15 C -3.1194 0.2599 0.2292  0.144
16 C -4.4991 0.1825 0.1303  -0.215
17 C -5.0903 -1.0280 -0.1967  -0.138
18 C -4.3114 -2.1561 -0.4313  -0.179
19 C -2.9339 -2.0753 -0.3403  -0.149
20 C -2.3357 -0.8595 -0.0081  -0.432
21 P -0.5593 -0.6793 0.1157  1.252
22 C 0.2282 -1.1893 -1.4049  -0.347
23 C 1.0678 -2.3000 -1.4650  -0.189
24 C 1.6263 -2.6634 -2.6814  -0.193
25 C 1.3499 -1.9259 -3.8235  -0.149
26 C 0.5008 -0.8255 -3.7638  -0.182
27 C -0.0624 -0.4543 -2.5575  -0.209
28 C 0.0646 -1.4916 1.5712  -0.364
29 C 1.4492 -1.5894 1.7660  -0.203
30 C 1.9304 -2.1544 2.9320  -0.187
31 C 1.0428 -2.5960 3.9080  -0.131
32 C -0.3296 -2.4707 3.7280  -0.196
33 C -0.8260 -1.9138 2.5635  -0.180
34 H -2.7952 2.2176 -0.1271  0.413
35 H -2.8540 1.8675 1.4545  0.427
36 H -5.1107 1.0587 0.3095  0.240
37 H -6.1671 -1.0914 -0.2727  0.250
38 H -4.7817 -3.0946 -0.6897  0.250
39 H -2.3215 -2.9478 -0.5326  0.240
40 H 1.2629 -2.8964 -0.5837  0.233
41 H 2.2710 -3.5297 -2.7366  0.244
42 H 1.7883 -2.2149 -4.7690  0.244
43 H 0.2751 -0.2645 -4.6603  0.239
44 H -0.7362 0.3944 -2.5148  0.218
45 H 2.1371 -1.2103 1.0202  0.234
46 H 2.9965 -2.2483 3.0865  0.241
47 H 1.4250 -3.0374 4.8186  0.245
48 H -1.0112 -2.8105 4.4955  0.246
49 H -1.8950 -1.8209 2.4202  0.232
50 Br -0.7180 2.1613 2.9513  -0.125

As for the total charge: +2. Its HOMO energy (spin up / spin down) is -14.8 / -14.8 eV. For the energy above the lowest of the compared OMol25 structures with the same formula, charge and spin, the calculation gives 0.0 kJ/mol. The energy comes out at -121823.4173 eV. Its multiplicity is 1. The LUMO energy (spin up / spin down) comes out at -7.98 / -7.98 eV. The HOMO-LUMO gap (spin up / spin down) is 6.86 / 6.86 eV.



ORCA calculation (ωB97M-V/def2-TZVPD) on an isolated molecule of C5H8O.

Each line ends with the natural charge from an NBO analysis.
Element x y z (Å)
1 C -0.6671 0.8673 -1.2461  -0.441
2 C 1.6140 -0.9680 -0.3843  -0.532
3 C 1.0085 -0.7237 0.8104  0.085
4 O 0.7148 0.5488 1.2876  -0.508
5 C -0.5903 0.0690 1.1168  0.025
6 C -1.3135 0.4277 -0.0168  -0.459
7 H -1.2020 0.7469 -2.1848  0.220
8 H 0.1948 1.5177 -1.2220  0.224
9 H 1.8390 -2.0164 -0.5654  0.201
10 H 2.2992 -0.2665 -0.8432  0.211
11 H 0.9827 -1.4963 1.5788  0.184
12 H -1.0611 -0.3711 1.9871  0.192
13 H -2.3292 0.0429 -0.0956  0.241
14 H -1.4897 1.6217 -0.2223  0.356

Its HOMO energy (spin up / spin down) is -7.1 / -7.1 eV. For the energy above the lowest of the compared OMol25 structures with the same formula, charge and spin, the calculation gives 582.2 kJ/mol. The energy comes out at -7356.2214 eV. Its multiplicity is 1. The LUMO energy (spin up / spin down) comes out at 0.60 / 0.61 eV. The HOMO-LUMO gap (spin up / spin down) is 7.73 / 7.73 eV.